(A)
{"formula": "H18O9Sn", "method": "wB97M-V/def2-TZVPD", "e_lumo_ev": -6.25, "charge": 2, "species": ["Sn", "O", "O", "O", "O", "O", "O", "O", "O", "O", "H", "H", "H", "H", "H", "H", "H", "H", "H", "H", "H", "H", "H", "H", "H", "H", "H", "H"], "positions_angstrom": [[0.05343, 0.04286, -0.15786], [-1.54257, -2.00214, -0.78686], [-2.37057, 0.86886, 0.69914], [-0.04157, -1.33714, 2.07214], [-1.62557, 0.66086, -2.04886], [0.54443, 2.49086, -0.29286], [1.74343, -1.93414, -0.61686], [-0.17757, 1.51286, 2.40214], [1.51643, 0.15886, -2.50786], [2.38643, 0.58786, 0.86714], [-2.52457, 0.43886, 1.52314], [1.27843, 2.54786, -0.90386], [-0.19257, 0.99886, 3.25314], [2.21743, 0.81086, 1.73514], [-0.91957, 2.16286, 2.52614], [-1.19357, -2.49714, -1.53386], [0.07943, -1.26314, 3.03314], [-2.96857, 0.58786, 0.05814], [0.93543, 0.23686, -3.27886], [-2.51957, -1.91314, -0.88786], [0.83043, 2.99386, 0.47714], [2.06443, -2.40014, 0.16514], [2.22443, -0.40514, -2.72486], [-1.57557, 1.54186, -2.48786], [-2.28657, 0.21286, -2.55986], [-0.31557, -2.26014, 2.03214], [1.38243, -2.74414, -1.01686], [2.99743, -0.09914, 0.96114]]}

=====

(B)
{"formula": "H18O9Sn", "method": "wB97M-V/def2-TZVPD", "e_lumo_ev": -6.39, "charge": 2, "species": ["Sn", "O", "O", "O", "O", "O", "O", "O", "O", "O", "H", "H", "H", "H", "H", "H", "H", "H", "H", "H", "H", "H", "H", "H", "H", "H", "H", "H"], "positions_angstrom": [[-0.06912, -0.00631, -0.04179], [-0.71831, 1.78931, 1.77235], [0.84196, -0.94995, 2.24645], [-0.33203, -2.64889, -0.24249], [-1.47206, -0.61430, -2.05444], [-2.43475, -0.57700, 1.07130], [0.98671, 1.07164, -2.07679], [-1.52512, 2.08958, -1.01081], [2.01479, 1.63833, 0.83455], [2.22506, -1.07997, -0.12334], [-1.06960, -3.29942, -0.00470], [2.98406, -0.70294, 0.31370], [-1.58693, 2.21712, 1.97844], [-2.27505, 2.29790, -0.45345], [-1.66257, -1.56789, -2.18056], [-1.37162, -0.18041, -2.89621], [0.48163, -1.71774, 2.72784], [-0.12556, 2.46911, 1.47738], [2.46376, -1.49218, -1.06271], [1.80640, 1.49753, -1.94071], [2.93057, 1.28121, 0.66528], [1.61965, -1.33521, 1.93176], [0.99860, 0.87191, -3.01070], [2.16273, 1.88873, 1.76922], [-3.31052, -0.68642, 0.65397], [0.51312, -3.08397, -0.09633], [-1.76574, 2.08939, -1.93044], [-2.31006, -1.25914, 1.68322]]}

=====

Ordering by calculated energy gives the sequence (A), (B), with the first entry being the most stable.

=====

(A)
{"formula": "C2H3Cl3Si", "method": "wB97M-V/def2-TZVPD", "e_lumo_ev": [-0.81, -0.49], "smiles": "[SiH3]C(Cl)=C(Cl)Cl", "species": ["Cl", "Cl", "Cl", "Si", "C", "C", "H", "H", "H"], "positions_angstrom": [[-1.20369, 0.77846, 1.93799], [0.77642, -2.18572, -0.70353], [-0.75207, -2.02209, 2.48785], [0.29757, 0.90902, -0.93690], [-0.02917, -0.79362, -0.20148], [-0.51788, -0.71280, 1.50703], [0.71987, 0.69359, -2.33143], [-0.82505, 1.74269, -1.26726], [1.53401, 1.59046, -0.49228]]}

=====

(B)
{"formula": "C2H3Cl3Si", "method": "wB97M-V/def2-TZVPD", "e_lumo_ev": 0.28, "smiles": "C=C[Si](Cl)(Cl)Cl", "species": ["Cl", "Cl", "Cl", "Si", "C", "C", "H", "H", "H"], "positions_angstrom": [[2.79121, -0.69586, 0.26736], [0.82424, 1.56059, 1.86278], [1.27813, 1.72008, -1.40457], [1.01221, 0.38328, 0.18318], [-0.30675, -0.76117, 0.09089], [-1.48079, -0.26121, -0.19110], [-2.30023, -0.83760, -0.63874], [-1.64814, 0.73048, -0.06302], [-0.16987, -1.83859, -0.10677]]}

=====

Ordering by calculated energy gives the sequence (B), (A), with the first entry being the most stable.

=====

(A)
{"formula": "C8H14O", "method": "wB97M-V/def2-TZVPD", "e_lumo_ev": [0.82, 0.79], "species": ["O", "C", "C", "C", "C", "C", "C", "C", "C", "H", "H", "H", "H", "H", "H", "H", "H", "H", "H", "H", "H", "H", "H"], "positions_angstrom": [[1.79389, -0.19339, -1.46171], [2.10602, 1.51832, 0.14378], [-3.46307, -1.52725, 0.23397], [-0.79791, 0.38234, -0.14714], [-1.07445, 1.15799, -1.33585], [-0.54013, -0.29342, 0.82441], [2.31469, -0.94351, 0.78787], [1.71356, 0.09990, -0.10469], [-3.01784, -0.42816, 0.81646], [1.87177, -1.93042, 0.62042], [3.18281, 1.66312, -0.04222], [-3.63597, 0.20478, 1.45520], [-4.48816, -1.90140, 0.33408], [-1.27203, 2.20106, -1.08217], [1.56881, 2.20029, -0.51663], [1.89910, 1.79936, 1.17640], [-1.95251, 0.75135, -1.83871], [-2.82076, -2.14461, -0.39721], [-0.35214, -0.87306, 1.69478], [1.60279, -1.12937, -1.59621], [3.39728, -1.03133, 0.60277], [2.17797, -0.68735, 1.83937], [-0.21373, 1.10473, -2.00697]]}

=====

(B)
{"formula": "C8H14O", "method": "wB97M-V/def2-TZVPD", "e_lumo_ev": 1.00, "smiles": "C[C@@H]1COC[C@]2(C)C[C@@H]12", "species": ["O", "C", "C", "C", "C", "C", "C", "C", "C", "H", "H", "H", "H", "H", "H", "H", "H", "H", "H", "H", "H", "H", "H"], "positions_angstrom": [[0.42693, 1.97857, -0.09266], [1.10193, -1.70288, -0.71781], [1.44167, 1.13703, -0.71899], [-1.14020, -0.05456, 0.27488], [-0.03815, -0.68026, -0.59038], [-0.92613, 1.42612, -0.06938], [-2.56382, -0.53452, 0.06379], [1.58063, -0.24757, 1.33911], [1.28800, -0.31943, -0.15303], [2.38304, 1.64560, -0.52317], [1.45074, -1.89025, -1.68759], [1.30338, 1.23179, -1.77731], [1.18039, -1.03936, 1.90848], [-1.28254, 1.52518, -1.11251], [-0.22237, -0.29020, -1.63835], [-3.13280, -0.16331, -0.86046], [1.18980, -2.49221, 0.00942], [-3.07995, -0.23799, 0.99707], [1.24212, 0.70793, 1.82398], [2.63775, -0.26427, 1.53087], [-1.41197, 2.07308, 0.64846], [-0.90019, -0.15867, 1.29906], [-2.52826, -1.64980, 0.04652]]}

=====

Ordering by calculated energy gives the sequence (B), (A), with the first entry being the most stable.

=====

(A)
{"formula": "C15H26O", "method": "wB97M-V/def2-TZVPD", "e_lumo_ev": 0.82, "smiles": "C=C1[C@H]2CC[C@@](C)(OCC)[C@@H]1CCC2(C)C", "species": ["O", "C", "C", "C", "C", "C", "C", "C", "C", "C", "C", "C", "C", "C", "C", "C", "H", "H", "H", "H", "H", "H", "H", "H", "H", "H", "H", "H", "H", "H", "H", "H", "H", "H", "H", "H", "H", "H", "H", "H", "H", "H"], "positions_angstrom": [[1.90585, 0.10901, 1.26592], [-2.85390, 1.43981, -1.57448], [0.80366, -0.12127, -1.52747], [0.54296, -1.84279, 1.93186], [-1.82438, 0.27307, -1.51340], [-0.30701, 1.37870, 0.07504], [0.92874, -1.25096, -0.50246], [0.73800, -0.67935, 0.94277], [-0.44486, 0.33944, 1.12051], [-1.98099, -0.51051, -2.84126], [0.01578, 2.68138, 0.35180], [4.00244, 0.29901, 2.28515], [-0.38046, 0.87024, -1.33469], [3.19048, -0.48968, 1.30998], [-1.91575, -0.16649, 1.01185], [-2.27766, -0.68395, -0.35519], [-2.13146, -0.91111, 1.78238], [1.26273, -2.65655, 1.84459], [-3.89076, 1.07197, -1.72150], [-3.03552, -0.79887, -2.97586], [0.15735, -1.96128, -0.69877], [-2.60012, 2.12392, -2.40334], [4.15282, 1.32591, 1.86572], [-1.37852, -1.41638, -2.83544], [3.45913, 0.35593, 3.24876], [-0.25731, 1.68835, -2.05028], [1.89767, -1.73351, -0.66186], [-0.40745, -2.34844, 1.76259], [-3.34798, -0.88818, -0.39025], [-0.36122, 0.79888, 2.10674], [-2.86243, 2.00435, -0.63636], [-1.64847, 0.09269, -3.70980], [0.72926, -0.58896, -2.52583], [0.58706, -1.49888, 2.95841], [0.16358, 3.01896, 1.36286], [1.75842, 0.42011, -1.51116], [-1.79777, -1.67472, -0.51562], [-2.57888, 0.69087, 1.21028], [3.19639, -1.53772, 1.60773], [0.19517, 3.37507, -0.46187], [3.60103, -0.42796, 0.26801], [4.99442, -0.17013, 2.43394]]}

=====

(B)
{"formula": "C15H26O", "method": "wB97M-V/def2-TZVPD", "e_lumo_ev": 0.88, "smiles": "C=C[C@@](C)(O)CC/C=C(\\C)CCC=C(C)C", "species": ["O", "C", "C", "C", "C", "C", "C", "C", "C", "C", "C", "C", "C", "C", "C", "C", "H", "H", "H", "H", "H", "H", "H", "H", "H", "H", "H", "H", "H", "H", "H", "H", "H", "H", "H", "H", "H", "H", "H", "H", "H", "H"], "positions_angstrom": [[4.01460, 2.77270, -1.18093], [1.87669, 1.91031, -0.63192], [-3.82538, -2.88957, -0.48161], [-1.89797, -1.26768, -0.72377], [2.92854, 2.97891, -0.29022], [1.34572, -0.52060, -0.74543], [2.41167, 0.48642, -0.43961], [2.62177, 2.93961, 2.20993], [-4.78337, -3.86273, -1.10576], [2.34054, 4.38260, -0.51015], [3.39299, 2.83818, 1.14384], [-3.98959, -2.74673, 1.00235], [-2.92773, -2.23922, -1.21248], [0.46279, -1.02617, 0.10825], [-0.59020, -1.99620, -0.35813], [0.39843, -0.68722, 1.56809], [-2.88510, -2.44453, -2.27475], [1.57963, 2.04357, -1.67322], [3.01700, 2.83054, 3.20574], [1.07820, 0.11565, 1.83408], [2.07028, 4.50537, -1.55654], [-4.61113, -3.95663, -2.17467], [1.00034, 2.05975, -0.00090], [1.56434, 3.13297, 2.13960], [-3.74470, -3.68951, 1.49218], [-0.61320, -0.38433, 1.83575], [-0.80343, -2.72437, 0.42697], [3.25877, 0.34468, -1.11114], [-2.26105, -0.71771, 0.14545], [-3.35085, -1.97308, 1.41511], [4.66558, 3.46806, -1.03786], [-0.23869, -2.53828, -1.23792], [-5.81112, -3.53632, -0.94645], [3.07354, 5.14396, -0.24537], [-5.02589, -2.51059, 1.24346], [0.64672, -1.56631, 2.16394], [4.45045, 2.63376, 1.25655], [-4.67521, -4.84555, -0.64728], [2.77186, 0.37470, 0.58394], [1.45656, 4.52749, 0.10287], [1.28890, -0.82521, -1.78284], [-1.68129, -0.54067, -1.50916]]}

=====

Ordering by calculated energy gives the sequence (A), (B), with the first entry being the most stable.

=====

(A)
{"formula": "C2H2F2N2S", "method": "wB97M-V/def2-TZVPD", "e_lumo_ev": [-0.60, -0.60], "smiles": "F/N=[NH+]\\[S-].C#CF", "species": ["S", "F", "F", "N", "N", "C", "C", "H", "H"], "positions_angstrom": [[-1.82955, 2.44759, 0.29723], [2.62307, -1.67381, 1.02905], [-2.92908, -0.20514, -0.07553], [-1.23242, 0.97618, 0.53503], [-1.62918, -0.20878, 0.39964], [1.78986, -0.80592, -1.12654], [2.11834, -1.23827, -0.08704], [1.36999, -0.32016, -1.91446], [-0.28103, 1.02831, 0.94263]]}

=====

(B)
{"formula": "C2H2F2N2S", "method": "wB97M-V/def2-TZVPD", "e_lumo_ev": [-0.64, -0.64], "species": ["S", "F", "F", "N", "N", "C", "C", "H", "H"], "positions_angstrom": [[1.76656, 0.05445, -0.15931], [-1.80069, 1.30134, 0.11880], [-1.23291, -1.43246, -0.62155], [0.63356, -1.02482, 0.79865], [-0.55064, -0.57607, 0.78026], [-0.65297, 0.67190, 0.22037], [0.40352, 1.07108, -0.47985], [0.87656, -1.95146, 0.50987], [0.55702, 1.88604, -1.16723]]}

=====

Ordering by calculated energy gives the sequence (B), (A), with the first entry being the most stable.

=====

(A)
{"formula": "CH2ClNOP2", "method": "wB97M-V/def2-TZVPD", "e_lumo_ev": -0.64, "species": ["Cl", "P", "P", "O", "N", "C", "H", "H"], "positions_angstrom": [[-3.21832, -0.77804, 0.44042], [-0.04810, -0.94770, -0.73919], [1.17173, 0.67185, 0.11814], [-1.91985, 1.43824, 0.07150], [2.57949, 0.20924, -0.34331], [-1.92520, 0.26214, 0.02074], [3.36573, 0.78420, -0.05528], [-0.00547, -1.63993, 0.48696]]}

=====

(B)
{"formula": "CH2ClNOP2", "method": "wB97M-V/def2-TZVPD", "e_lumo_ev": -0.26, "smiles": "[H]/P=N/PC(=O)Cl", "species": ["Cl", "P", "P", "O", "N", "C", "H", "H"], "positions_angstrom": [[3.01468, -0.15354, -0.39716], [-1.55184, 1.16487, 0.47525], [0.38235, -1.19296, 0.81821], [0.86057, 1.19234, -0.34449], [-1.46610, -0.35535, 0.10886], [1.33233, 0.16979, 0.01655], [-2.72375, 1.20751, -0.40518], [0.15176, -2.03266, -0.27204]]}

=====

Ordering by calculated energy gives the sequence (A), (B), with the first entry being the most stable.